Record 1
ORCA calculation (ωB97M-V/def2-TZVPD) on C18H29AuOS3 as an isolated structure.

```
! RIJCOSX wB97M-V def2-TZVPD def2/J DEFGRID3
* xyz 2 1
Au 0.0392 -0.6493 -0.9976
S -2.1405 -1.9950 -1.3182
S 1.3283 -2.7181 -1.7076
S -0.0664 0.1628 -3.2691
O -0.0340 0.2915 1.2651
C -1.3469 -3.6281 -1.3703
C 0.6856 3.3342 3.6924
C 3.1810 0.3470 1.3709
C 1.6801 3.0198 2.7459
C 2.4382 1.5867 0.8105
C -0.5798 2.7227 3.7753
C -2.3497 -1.5961 -3.0825
C -2.1646 -0.4046 3.3685
C -0.9140 1.7258 2.9153
C 0.7615 -1.2312 -4.1108
C 1.4612 2.0360 1.8351
C 3.4290 2.6728 0.4019
C -2.2498 1.0632 2.9065
C -1.8257 -0.2339 -3.5352
C -2.9449 1.1854 1.5400
C 0.1516 1.2827 1.9345
C -0.0633 -3.7967 -2.1779
C 1.8104 -1.9906 -3.3019
H 2.2107 -2.7879 -3.9297
H 0.2727 -4.8255 -2.0476
H -3.9669 0.8228 1.6423
H -1.6504 -1.0228 2.6361
H -1.6643 -0.4975 4.3321
H -0.0150 -1.9011 -4.4759
H 1.8697 1.2558 -0.0657
H 0.9025 4.1270 4.4016
H -1.2797 3.0729 4.5223
H -1.9123 -2.4029 -3.6676
H 4.1121 2.9178 1.2160
H 2.9261 3.5836 0.0771
H -2.4449 0.5783 0.7856
H -1.1737 -3.8633 -0.3191
H -2.8515 1.6043 3.6406
H 3.8802 -0.0055 0.6135
H -2.0249 -0.1238 -4.6023
H 4.0378 2.3103 -0.4248
H -2.0797 -4.3478 -1.7374
H -2.9935 2.2201 1.1996
H 2.6473 -1.3382 -3.0498
H -2.3548 0.5736 -3.0280
H -0.2445 -3.6638 -3.2433
H -3.4193 -1.6104 -3.2936
H 2.6024 3.5831 2.7550
H 3.7522 0.6168 2.2592
H -3.1808 -0.7793 3.4847
H 2.5014 -0.4670 1.6189
H 1.2546 -0.8167 -4.9900
*
```

The value obtained for the LUMO energy is -0.349 hartree. For the highest occupied orbital energy, the calculation gives -0.520 Eh. The orbital gap comes out at 4.7 eV. The strongest force on any atom is 0.3 eV Å⁻¹.

Record 2
ORCA calculation (ωB97M-V/def2-TZVPD) on C18H29BrDyNO4P2 as an isolated structure.

```
! RIJCOSX wB97M-V def2-TZVPD def2/J DEFGRID3
* xyz 0 6
Dy 0.7061 -0.2598 -0.0897
Br 2.8150 -0.5546 1.7183
P 0.3120 -1.2633 -2.6705
P -0.8280 0.7925 2.6281
O 2.5922 3.1508 -0.3048
O -1.4929 2.7078 -3.2969
O 0.0638 1.9788 -0.5877
O 2.4811 0.9483 -0.8977
N -1.6877 -0.6064 -0.3178
C -1.6540 -0.7539 2.1654
C 4.3141 1.7543 0.3850
C 0.2867 -3.0852 -3.0572
C 1.0095 -0.4546 -4.1869
C 5.5578 0.6740 2.0991
C 4.3792 0.7861 1.4081
C -2.0281 2.0172 3.1040
C 6.4042 2.7270 0.9958
C 0.3238 0.4638 3.9368
C -1.4549 -1.0599 -2.7107
C 6.5757 1.6482 1.8800
C -4.3756 -1.3763 -0.4726
C -3.7421 -1.2281 0.7745
C -3.6577 -1.1233 -1.6251
C -2.2552 -0.9147 -1.5553
C -2.4072 -0.8161 0.8059
C 5.2091 2.8412 0.2900
C 3.0981 1.8965 -0.3435
H -2.3453 1.7873 4.1327
H -0.2113 -3.5425 -2.1825
H -0.5807 1.7543 0.1881
H -1.3689 1.8149 -3.7083
H -1.5550 3.0107 3.0846
H 0.5954 -0.5964 3.9694
H -0.3335 -3.2130 -3.9659
H 0.9145 0.6427 -4.0778
H 7.1970 3.4747 0.8429
H -4.2337 -1.4423 1.7157
H 0.5364 -2.2957 0.0841
H 2.0851 -0.7091 -4.2516
H -0.9129 -1.5897 2.1963
H -0.5268 2.2759 -1.2938
H 7.5177 1.5378 2.4136
H 5.0115 3.6607 -0.4057
H 1.6843 3.1094 -0.6169
H -0.1585 0.7431 4.8801
H -1.9597 -0.7932 -3.6541
H -2.4229 2.7587 -3.0238
H -5.4078 -1.7141 -0.5139
H -0.1114 1.3135 1.5038
H -2.8959 1.9932 2.4280
H 5.7043 -0.1655 2.7872
H 1.3032 -3.4999 -3.1825
H 1.2282 1.0638 3.8004
H -2.4001 -0.8841 2.9710
H 0.4837 -0.7966 -5.0962
H -4.0783 -1.2696 -2.6159
*
```

The value obtained for the LUMO energy (alpha / beta) is -0.012 / -0.012 hartree. For the highest occupied orbital energy (alpha / beta), the calculation gives -0.156 / -0.173 Eh. The expectation value of S² is 9.797. The orbital gap (alpha / beta) comes out at 3.9 / 4.4 eV. The strongest force on any atom is 3.6 eV Å⁻¹.

Record 3
ORCA calculation (ωB97M-V/def2-TZVPD) on C18H29Cl3O4RuSSi as an isolated structure.

```
! RIJCOSX wB97M-V def2-TZVPD def2/J DEFGRID3
* xyz 2 5
Ru 0.2179 -0.2379 0.1122
Cl 0.8003 -7.1666 -1.3539
Cl -3.1954 -3.8402 -0.1066
Cl 1.8349 -1.9517 -0.5778
S 0.2188 1.9119 0.1511
Si 0.2562 1.7295 2.4026
O -0.9465 2.5476 3.0004
O -1.0514 -1.8639 -0.1256
O 0.1302 0.0770 2.3989
O 1.7209 2.1841 2.7995
C 3.7830 3.2601 3.2889
C 1.8847 4.5444 2.2548
C 1.1967 -4.5668 -0.9158
C -0.6477 -3.0370 -0.3769
C -2.9067 3.0875 4.2407
C -1.2778 -0.8143 4.1686
C 0.7300 -3.3350 -0.6254
C 0.4447 -2.2190 3.0110
C 1.7344 3.7651 4.6461
C -2.3667 2.9173 2.8357
C -1.5696 -4.1546 -0.4285
C 1.1733 -0.3897 4.5650
C 2.2872 3.4865 3.2627
C 0.2411 -5.6307 -0.9744
C -3.0751 1.8012 2.0899
C 0.1172 -0.8560 3.5840
C -1.1198 -5.4165 -0.7278
C -2.3812 4.2186 2.0591
H 4.0382 2.4581 3.9807
H -2.3361 3.8419 4.7810
H 2.2409 -4.7736 -1.1068
H -1.9505 4.0908 1.0635
H -1.8217 4.9884 2.5899
H 2.3020 5.5111 2.5377
H -3.4066 4.5673 1.9361
H -1.8094 -6.2480 -0.7746
H -1.3324 -1.5011 5.0141
H 0.9262 0.5855 4.9881
H -0.3320 -2.5350 2.3114
H 1.4231 -2.2142 2.5257
H 2.1711 4.6881 5.0294
H -4.1328 2.0433 1.9848
H 1.2245 -1.0976 5.3929
H -2.6729 1.6804 1.0805
H -3.9465 3.4118 4.2007
H -1.5259 0.1820 4.5347
H 2.1536 -0.3287 4.0940
H -2.8665 2.1476 4.7911
H 0.4804 -2.9547 3.8144
H -2.9988 0.8582 2.6317
H 2.2624 4.2994 1.2609
H 0.6517 3.8888 4.6296
H 4.2856 4.1682 3.6226
H 4.1564 3.0098 2.2963
H -2.0211 -1.1207 3.4315
H 0.7993 4.6613 2.2154
H 2.0001 2.9643 5.3365
*
```

The value obtained for the LUMO energy (alpha / beta) is -0.341 / -0.356 hartree. For the highest occupied orbital energy (alpha / beta), the calculation gives -0.567 / -0.591 Eh. The expectation value of S² is 6.197. The orbital gap (alpha / beta) comes out at 6.2 / 6.4 eV. The strongest force on any atom is 0.6 eV Å⁻¹.

Record 4
ORCA calculation (ωB97M-V/def2-TZVPD) on a 2-piece molecular cluster, C18H29INO5 overall.

```
! RIJCOSX wB97M-V def2-TZVPD def2/J DEFGRID3
* xyz -1 1
I 3.4717 4.3169 -2.2399
O -3.2390 -3.6614 2.5909
O -3.3012 4.8931 -0.9689
O 3.4139 -0.9938 1.9935
O -3.0605 3.1294 0.4418
O 6.6988 -2.0843 1.3508
N 1.5287 4.1107 -1.6502
C -2.5383 -2.1211 0.8303
C -2.5646 4.0402 -0.4923
C -2.5762 -3.1047 3.7060
C 1.5581 0.5762 -0.5617
C -3.7162 -2.6630 1.6859
C 5.7366 -1.2381 1.2571
C -1.1454 4.0222 -0.8915
C 0.9302 2.8563 -1.5448
C -2.5383 -2.5812 -0.6623
C 1.6589 -0.9204 -1.0351
C 0.8438 5.3017 -1.3629
C -0.7208 -1.1205 -1.9029
C 1.6214 1.5281 -1.8208
C 0.2508 -1.5949 -0.7954
C -0.3904 2.8218 -1.1743
C -0.4601 5.2897 -0.9979
C 4.3856 -1.8314 2.1006
C -2.2398 -1.4250 -1.6559
H -0.6320 -0.0257 -2.0203
H 1.1390 1.0312 -2.6835
H 5.3452 -1.0170 0.2421
H 4.7644 -2.0398 3.1203
H 4.2250 -2.8491 1.6922
H -0.3617 -1.5379 -2.8656
H -1.7635 -3.8031 3.9791
H -4.0617 -1.8127 2.3171
H -3.2363 -2.9682 4.5868
H -0.9329 1.8776 -1.0689
H -2.0926 -2.1311 3.5082
H -4.5855 -2.9881 1.0967
H -3.5632 -2.9347 -0.9033
H 5.8978 -0.2290 1.6881
H -0.9256 6.2575 -0.7965
H -2.6839 -1.6788 -2.6366
H 1.3838 6.2472 -1.4359
H 2.4084 -1.4443 -0.4221
H -3.2972 3.5964 1.2521
H -1.8675 -3.4276 -0.8791
H 2.4895 0.7846 -0.0030
H 0.6723 0.7647 0.0574
H -2.7139 -0.4752 -1.3440
H -2.5153 -1.0140 0.8408
H 2.6886 1.6115 -2.0737
H -1.5684 -2.4270 1.2617
H 0.3861 -2.6921 -0.7918
H -0.0644 -1.2418 0.2007
H 1.8579 -0.9802 -2.1193
*
```

The value obtained for the LUMO energy is 0.006 hartree. For the highest occupied orbital energy, the calculation gives -0.060 Eh. The orbital gap comes out at 1.8 eV. The strongest force on any atom is 3.1 eV Å⁻¹.